Entry from the OMol25 dataset: the molecule C13H24BFN2O4 in a non-equilibrium geometry (the ωB97M-V functional and the def2-TZVPD basis).

CARTESIAN COORDINATES (ANGSTROEM)
C  3.58  -0.29  -4.45
N  3.63  0.01  -3.00
C  2.33  -0.05  -2.27
C  2.49  0.27  -0.77
C  1.42  -0.61  0.00
C  0.93  -1.71  -1.00
C  -0.62  -1.61  -1.07
C  -1.09  -0.73  0.12
N  -2.17  0.16  -0.37
C  -1.72  -1.58  1.21
O  -1.12  -1.94  2.18
O  -3.07  -1.84  1.01
C  0.15  0.16  0.50
C  0.28  0.65  1.97
C  -0.81  1.64  2.40
C  -1.98  1.00  3.09
B  -3.15  2.13  3.04
O  -3.53  2.42  1.75
O  -3.66  2.74  4.12
C  1.73  -1.51  -2.30
F  2.75  -2.38  -2.38
H  2.91  0.39  -4.94
H  4.59  -0.13  -4.81
H  3.24  -1.32  -4.62
H  4.34  -0.51  -2.46
H  1.64  0.68  -2.79
H  3.54  0.09  -0.47
H  2.25  1.35  -0.63
H  1.88  -1.12  0.87
H  1.21  -2.72  -0.63
H  -1.08  -2.59  -1.03
H  -0.87  -1.19  -2.01
H  -2.48  0.81  0.35
H  -2.94  -0.47  -0.56
H  -3.31  -2.34  1.81
H  0.09  1.09  -0.11
H  0.28  -0.22  2.65
H  1.30  1.03  2.09
H  -1.19  2.19  1.53
H  -0.34  2.37  3.04
H  -1.73  0.64  4.10
H  -2.32  0.14  2.50
H  -4.11  3.20  1.61
H  -4.35  3.38  3.89
H  1.03  -1.63  -3.14

Properties
HOMO level, eV: -8.4
Orbital gap, eV: 8.54
Structure (SMILES): CN[C@@H]1C[C@@H]2[C@@H](C[C@@](N)(C(=O)O)[C@H]2CCCB(O)O)[C@@H]1F
Total energy, eV: -28437.3547
Spin multiplicity: 1